1.
This record from the OMol25 dataset describes a 11-piece molecular cluster, C39H78O17S6 overall at a distorted geometry. The level of theory is the ωB97M-V functional and the def2-TZVPD basis.

Structure (XYZ):
```
140
Properties=species:S:1:pos:R:3:forces:R:3:lowdin_charge:R:1
O 0.51741 4.29618 5.96620 0.9 0.3 -0.6 -0.3374
S 1.07276 4.85463 4.74027 0.1 1.5 -0.5 0.7311
O 1.10521 6.32844 4.56769 0.0 -2.4 0.3 -0.3584
C 2.72093 4.15961 4.22314 0.4 0.6 1.2 -0.1976
C 2.50132 3.44256 2.88800 1.0 0.4 0.2 -0.2140
C 1.08995 2.89455 2.97123 0.6 -0.4 0.1 -0.2447
C 0.17838 4.04495 3.39752 0.1 -0.6 -0.1 -0.2212
H 3.11714 3.55723 5.04061 -0.7 -0.9 -0.1 0.0869
H 3.47092 4.94657 4.30256 -0.4 0.6 -0.8 0.0976
H 2.71085 4.07922 2.02843 -0.6 0.5 0.1 0.0877
H 3.26267 2.67644 2.74134 -0.2 -0.4 0.4 0.1077
H 1.13338 2.13802 3.75474 -0.3 0.0 0.2 0.1051
H 0.81563 2.31386 2.09052 -0.3 0.5 -0.1 0.0828
H -0.73132 3.64836 3.84839 -0.1 0.4 -0.2 0.0958
H 0.02720 4.75840 2.58744 -0.2 0.1 0.1 0.1056
O 4.42223 -2.28790 -0.08513 0.1 1.1 0.4 -0.3353
S 4.75229 -0.90352 0.24266 0.9 -1.5 -0.4 0.6916
O 3.72817 0.10343 0.03732 0.5 0.0 0.4 -0.3386
C 5.54418 -0.88308 1.88719 -0.4 -0.7 0.2 -0.2217
C 6.79914 -0.02720 1.81090 -1.5 0.8 -0.1 -0.2217
C 7.44472 -0.41854 0.49646 -0.7 0.4 -1.2 -0.1922
C 6.30754 -0.44658 -0.60093 -0.1 0.2 0.3 -0.1989
H 5.90870 -1.90266 2.01241 -0.4 -0.3 -0.1 0.1065
H 4.77522 -0.70787 2.63958 0.2 0.4 0.0 0.0878
H 6.47072 1.00837 1.72245 0.2 0.3 0.1 0.1167
H 7.39021 -0.09836 2.72395 0.2 -0.2 -0.3 0.1238
H 7.90908 -1.40338 0.54695 0.2 0.2 0.0 0.1177
H 8.12202 0.37304 0.17591 0.5 -0.4 0.1 0.1129
H 6.49157 -1.12561 -1.43349 -0.1 -0.3 0.3 0.1009
H 6.09644 0.51831 -1.06191 0.2 0.3 0.3 0.0856
O -4.15369 -5.35099 3.88097 1.3 1.4 0.3 -0.3675
S -2.98999 -4.45579 3.68686 -1.8 -0.3 -0.8 0.7374
O -3.23100 -2.98956 3.57523 0.7 -2.5 0.3 -0.3646
C -1.67551 -4.91435 4.91935 -1.3 -1.1 0.1 -0.2100
C -0.45227 -5.32238 4.13131 0.2 1.1 -1.2 -0.2172
C -0.99121 -6.04025 2.86342 -0.1 1.2 -0.6 -0.1890
C -2.09607 -5.13492 2.26112 0.5 0.6 0.4 -0.2330
H -2.08872 -5.85904 5.27278 -0.4 0.2 0.5 0.0939
H -1.68570 -4.17361 5.71890 0.5 0.0 -0.2 0.1052
H -0.00658 -4.36844 3.84941 0.4 -0.1 -0.5 0.0974
H 0.34608 -5.89455 4.60391 -0.5 -0.1 0.5 0.1155
H -1.36832 -7.04407 3.05894 -0.1 0.1 0.2 0.1148
H -0.24334 -6.10988 2.07352 0.3 -0.2 0.3 0.1135
H -2.69128 -5.59130 1.47021 -0.5 0.0 0.7 0.0923
H -1.72516 -4.20588 1.82820 0.7 -0.1 -0.1 0.0770
O 2.95258 5.53275 -0.01347 -0.7 -0.6 -1.1 -0.3250
S 2.35404 5.19544 -1.30238 -0.3 -0.4 -0.8 0.6985
O 1.62964 6.20142 -2.06749 0.3 -0.5 0.8 -0.3478
C 3.60305 4.46496 -2.40155 -0.5 -0.7 1.4 -0.1925
C 3.63918 2.96981 -1.85863 0.4 0.8 -0.5 -0.2018
C 2.18975 2.46481 -1.80886 1.0 0.4 -0.1 -0.2204
C 1.34897 3.60738 -1.26449 -0.6 0.5 0.0 -0.1876
H 4.44418 5.15278 -2.31506 0.4 -0.6 0.1 0.1000
H 3.20797 4.55003 -3.41386 -0.1 -0.2 0.0 0.0896
H 4.22992 2.32467 -2.50895 0.1 0.1 0.1 0.1068
H 4.00508 2.88043 -0.83578 0.5 0.4 -0.1 0.1045
H 2.15561 1.57628 -1.17843 -0.1 0.0 -0.2 0.0867
H 1.93990 2.21955 -2.84110 -0.5 -0.2 0.2 0.0847
H 0.93461 3.44848 -0.26892 0.3 0.1 0.1 0.0855
H 0.51451 3.74321 -1.95247 -0.1 0.5 0.2 0.0896
O -0.09997 -3.78649 -2.31976 0.4 0.1 -1.4 -0.3491
S -0.03690 -3.99364 -3.76892 -0.6 -1.4 -2.0 0.7529
O 1.00806 -4.83872 -4.41323 -1.5 1.7 1.6 -0.3766
C -1.73964 -4.63982 -4.31262 1.7 0.7 -0.3 -0.1867
C -2.54543 -3.35622 -4.30470 -0.3 0.2 1.6 -0.2521
C -1.78544 -2.22791 -4.97973 1.2 0.0 -1.6 -0.2109
C -0.25487 -2.40119 -4.77899 0.1 -1.0 1.1 -0.1893
H -1.98053 -5.48496 -3.66780 -0.3 0.4 0.2 0.1032
H -1.63113 -5.00219 -5.33488 0.3 -0.1 0.0 0.0989
H -3.55435 -3.48538 -4.69649 0.1 0.1 0.0 0.1209
H -2.59254 -3.05532 -3.25811 -0.6 -0.1 0.2 0.0905
H -2.08358 -1.19384 -4.80680 -0.3 -0.3 0.8 0.0862
H -1.94606 -2.30745 -6.05489 0.0 -0.2 -0.3 0.1103
H 0.26090 -1.60288 -4.24534 -0.2 0.0 0.0 0.0688
H 0.28564 -2.62442 -5.69884 -0.1 0.0 0.1 0.0858
O -0.63633 0.54527 2.37886 -0.3 0.0 0.4 -0.3243
S -0.70055 -0.72677 1.71061 -0.4 -1.7 -2.3 0.7073
O -0.27380 -1.96091 2.35433 -0.3 0.8 0.2 -0.3345
C -2.28995 -0.98539 0.81374 -0.5 0.6 0.8 -0.1934
C -1.95298 -1.15933 -0.64711 -0.8 -0.2 -0.8 -0.2350
C -0.79222 -0.26958 -1.00561 1.3 -0.1 1.7 -0.1863
C 0.18402 -0.62249 0.12220 1.0 0.0 0.8 -0.2145
H -2.87100 -0.06481 0.86873 0.1 0.2 0.5 0.0888
H -2.90780 -1.77419 1.24287 0.4 -0.2 0.2 0.0772
H -1.75859 -2.20387 -0.89051 0.0 0.0 -0.1 0.1115
H -2.80709 -0.78477 -1.21129 -0.3 -0.5 -0.2 0.0999
H -1.06077 0.77965 -0.88276 -0.1 0.2 -0.5 0.1146
H -0.31298 -0.48873 -1.95976 -0.3 0.2 -0.1 0.1094
H 1.01646 0.02833 0.38975 0.1 0.2 -0.6 0.0763
H 0.58525 -1.62360 -0.03561 0.0 0.0 0.0 0.1106
C -2.83690 4.91931 0.04282 -0.3 -0.3 0.0 -0.0082
C -3.42212 4.51037 1.37772 1.0 -0.7 1.3 -0.5026
C -3.02489 3.15641 2.01072 0.4 0.9 -1.6 -0.0082
O -4.20005 5.18826 1.97160 -1.1 1.2 0.3 0.0824
H -1.79332 4.64546 -0.11224 -0.1 -0.3 0.0 0.0657
H -2.95559 5.97456 -0.20308 -0.2 -0.1 0.4 0.0888
H -3.50374 4.35225 -0.60670 0.3 -0.1 -0.7 0.0782
H -3.28431 3.06296 3.06527 -0.1 0.2 -0.3 0.0947
H -1.95212 3.07706 1.83472 0.1 -0.5 0.3 0.0487
H -3.52480 2.42305 1.37798 0.0 -0.5 0.2 0.0671
C 0.73591 2.87854 -5.37474 0.3 -0.1 -1.0 -0.0096
C 0.39027 1.41904 -5.55509 -0.4 -1.4 1.0 -0.4400
C 0.90442 0.71915 -6.83124 -0.2 0.0 1.1 -0.0026
O -0.16775 0.78509 -4.65977 0.5 0.9 -1.2 0.0261
H 1.12303 3.22483 -6.33303 -0.2 0.4 0.0 0.0793
H 1.58376 2.99214 -4.69921 -0.2 -0.1 0.3 0.0634
H -0.10571 3.48919 -5.04783 0.1 -0.2 0.1 0.0950
H 0.68530 -0.34859 -6.83292 -0.4 0.2 0.1 0.0663
H 1.98931 0.75453 -6.73186 0.2 0.4 -0.5 0.0907
H 0.53268 1.19053 -7.74103 0.3 0.1 0.0 0.0868
C -3.49787 1.65632 -4.07700 -0.1 0.7 0.7 -0.0151
C -4.36571 0.68187 -3.32866 -0.4 -2.0 -2.7 -0.4787
C -5.22648 1.10518 -2.20436 -0.2 -0.3 1.5 -0.0158
O -4.43735 -0.46159 -3.79484 0.1 1.1 1.2 0.0348
H -3.34400 1.36719 -5.11663 -0.1 -0.2 0.2 0.0894
H -2.53210 1.72599 -3.57647 0.2 0.0 0.0 0.0734
H -3.96309 2.64072 -4.02586 0.1 0.2 -0.1 0.0808
H -5.91493 0.32562 -1.87812 -0.2 -0.1 -0.7 0.0824
H -5.76701 2.04273 -2.33446 0.3 0.0 -0.1 0.0933
H -4.61517 1.16251 -1.30374 0.4 0.6 0.1 0.0765
C 2.26654 -1.08014 4.21310 0.6 1.1 0.7 -0.0075
C 3.02439 -0.31669 5.34639 -1.0 -0.5 0.8 -0.4630
C 3.07031 -1.00664 6.68965 0.4 -0.4 0.2 -0.0307
O 3.38907 0.83340 5.28497 0.2 -0.1 -1.0 0.0632
H 1.40673 -1.60707 4.62683 0.0 0.2 0.0 0.0738
H 2.84515 -1.83525 3.68101 0.3 0.2 0.0 0.0795
H 1.93848 -0.27919 3.55056 -0.1 -0.3 -0.3 0.0625
H 3.47967 -0.39583 7.49428 -0.1 0.3 -0.3 0.0817
H 3.71569 -1.88310 6.63140 -0.1 -0.3 -0.1 0.0813
H 2.06945 -1.32868 6.97717 0.0 -0.1 -0.1 0.0830
C -5.34512 -3.14905 -1.65722 -0.6 -0.8 0.5 -0.0207
C -5.01927 -3.39512 -0.17847 1.1 0.2 0.2 -0.4115
C -5.86544 -2.51688 0.80524 1.8 -1.1 -0.3 -0.0001
O -4.06040 -4.09649 0.17945 -2.3 1.5 -0.7 0.0352
H -5.12182 -2.13850 -1.99933 0.6 0.0 0.1 0.0541
H -6.42460 -3.19655 -1.80067 -0.2 -0.2 0.2 0.0796
H -4.91672 -3.92606 -2.29032 0.3 0.3 0.0 0.0751
H -5.53463 -2.77459 1.81135 -0.5 -0.2 0.1 0.0720
H -6.94204 -2.55498 0.63917 0.2 0.0 0.0 0.0814
H -5.46186 -1.51609 0.65147 -0.3 0.3 -0.2 0.0690
```
Forces are in eV/Å.

Calculated values
ΔE to the lowest compared entry with this formula, charge and spin ... 226.5 kJ/mol
E_LUMO ... -0.108 eV
DFT total energy ... -5200.84539 hartree
E_HOMO ... -9.41 eV
SMILES string ... O=S1(=O)CCCC1.O=S1(=O)CCCC1.O=S1(=O)CCCC1.O=S1(=O)CCCC1.O=S1(=O)CCCC1.O=S1(=O)CCCC1.CC(C)=O.CC(C)=O.CC(C)=O.CC(C)=O.CC(C)=O



2.
This record from the OMol25 dataset describes a 3-piece molecular cluster, C39H81BrN3O7PS3 overall at a distorted geometry. The level of theory is the ωB97M-V functional and the def2-TZVPD basis.

Structure (XYZ):
```
135
Properties=species:S:1:pos:R:3:forces:R:3:lowdin_charge:R:1
C -2.33006 -0.97559 -7.26391 -0.1 -0.7 0.3 -0.1199
C -1.82398 -2.40586 -6.84160 -0.3 0.1 0.3 -0.2615
C -2.93521 -3.53228 -6.90197 0.3 0.5 -0.8 -0.2197
C -4.36241 -3.05081 -6.46676 0.1 -0.5 0.7 -0.2298
C -4.47400 -2.61734 -4.95519 0.0 0.0 -0.7 -0.2233
C -5.80250 -1.77011 -4.72877 1.6 -0.8 0.9 -0.1926
C -5.84808 -1.31018 -3.19711 -0.4 -0.2 -1.7 -0.1635
C -4.85680 -0.09565 -3.07670 -1.8 0.1 -0.4 -0.2231
N -4.24488 0.09151 -1.73612 1.4 1.1 -0.8 -0.1898
C -3.50419 -1.10703 -1.26899 -0.4 -0.7 1.4 -0.2464
C -2.65374 -0.85263 0.04617 0.3 -1.7 -0.6 -0.1809
C -1.96578 -2.26322 0.38215 -1.0 1.1 -0.7 -0.2207
C -2.94681 -3.29077 1.06517 1.9 -0.4 0.2 -0.1806
C -2.05213 -4.34384 1.87039 -0.8 -0.5 0.1 -0.2099
C -1.63358 -5.59535 1.01756 0.7 -0.1 0.2 -0.2240
C -0.78704 -5.26136 -0.27253 0.0 0.2 -0.1 -0.2690
C 0.19891 -6.41646 -0.70155 -0.8 0.3 0.3 -0.1204
C -3.26833 1.17247 -1.92854 1.7 0.0 -0.2 -0.9964
S -1.81164 0.90236 -2.69139 -1.1 0.2 0.5 0.6914
S -3.56100 2.86095 -1.31427 -0.2 -1.2 0.7 0.8505
C -1.95506 3.37485 -0.54516 1.3 0.3 -0.6 -0.4807
C -1.35477 4.62745 -1.32375 0.0 0.6 0.3 -0.2807
C -1.19168 5.91181 -0.36819 -0.7 -0.7 -0.7 -0.2963
P 0.61674 6.24693 0.02732 -1.3 -0.1 0.6 0.7690
C 1.05812 6.74164 -1.77156 0.9 0.6 -0.7 -0.4298
C 2.41296 6.06851 -2.26752 -1.2 0.1 -1.0 -0.5116
S 3.69859 6.52797 -1.03816 0.9 0.0 -0.1 0.9151
C 5.36311 6.14860 -1.63201 0.0 -0.2 -1.0 -0.6001
N 5.93887 6.39528 -2.81569 -0.7 -0.9 3.5 0.0430
N 7.21333 5.92522 -2.64523 1.9 -1.3 1.4 -0.0014
C 7.39987 5.41578 -1.42083 -2.0 1.6 -2.7 -0.1328
O 6.21211 5.52971 -0.71823 0.1 0.4 -1.1 -0.0295
C 0.40265 5.83760 1.90440 1.1 0.4 1.0 -0.4101
C 1.76989 5.27634 2.47631 -1.3 -1.4 -0.3 -0.7659
C 1.55168 3.72627 2.78651 0.4 0.6 0.2 -0.1600
Br 2.27900 6.17945 4.18150 0.0 -0.2 -0.7 0.6029
H -1.47102 -0.25916 -7.35262 -0.9 -0.6 0.2 0.0749
H -3.06151 -0.63383 -6.48303 0.7 0.1 -0.8 0.0576
H -2.85784 -1.03670 -8.25092 0.4 0.2 0.8 0.0781
H -1.46359 -2.36742 -5.77389 0.0 0.1 -1.1 0.0993
H -0.97808 -2.67849 -7.52268 -0.6 0.0 0.8 0.0999
H -2.57387 -4.41885 -6.31176 -0.5 0.8 -0.4 0.1091
H -2.98302 -3.86486 -7.97998 -0.1 0.2 1.0 0.1072
H -5.06427 -3.91806 -6.60904 0.4 0.9 -0.1 0.1124
H -4.71099 -2.19002 -7.09231 0.3 -0.8 0.3 0.1004
H -4.45250 -3.54537 -4.32115 -0.2 0.8 -0.4 0.1180
H -3.55183 -2.03538 -4.67845 -0.9 -0.4 -0.2 0.0888
H -5.72343 -0.87753 -5.40311 -0.5 -0.7 0.5 0.1119
H -6.65128 -2.44974 -4.99308 0.5 0.9 0.2 0.1141
H -6.92206 -1.04132 -3.00967 1.1 -0.1 0.4 0.1106
H -5.56543 -2.21489 -2.61034 -0.2 0.9 -0.2 0.0953
H -4.12116 -0.15583 -3.92169 -0.2 -0.1 1.0 0.0834
H -5.47009 0.83263 -3.27518 0.7 -0.8 0.1 0.1352
H -4.28567 -1.85768 -0.95504 0.7 0.8 -0.4 0.1198
H -2.89112 -1.61415 -2.06221 -0.3 0.7 0.6 0.1052
H -3.29612 -0.55358 0.91243 0.5 0.0 -0.8 0.1144
H -1.80604 -0.14694 -0.12033 -0.9 -0.2 0.1 0.0708
H -1.07047 -2.01685 1.00480 -0.7 -0.6 -0.3 0.0953
H -1.64936 -2.66567 -0.62042 0.1 0.3 1.1 0.0961
H -3.62957 -2.75360 1.77048 0.4 -0.5 -0.7 0.1077
H -3.49328 -3.86118 0.26543 0.1 0.7 0.9 0.1113
H -2.64568 -4.73096 2.74971 0.5 0.4 -0.8 0.1071
H -1.14072 -3.86387 2.31573 -0.8 -0.2 -0.5 0.1052
H -0.97088 -6.25420 1.65327 -0.7 0.6 -0.4 0.1093
H -2.53772 -6.22140 0.76999 0.8 0.7 0.1 0.1141
H -1.47249 -5.04535 -1.13766 0.5 -0.2 0.8 0.1030
H -0.20982 -4.30813 -0.10109 -0.5 -1.0 -0.1 0.0871
H 1.18969 -6.33007 -0.19356 -0.8 -0.1 -0.3 0.0672
H -0.29245 -7.38645 -0.40857 0.7 0.7 -0.5 0.0747
H 0.35425 -6.35445 -1.80584 0.0 -0.3 0.9 0.0673
H -2.09474 3.58429 0.55082 -0.3 -0.1 -1.1 0.0743
H -1.17985 2.57471 -0.61236 -1.0 0.2 0.0 0.0452
H -2.03121 4.89343 -2.17998 0.6 -0.3 0.8 0.0914
H -0.35752 4.38708 -1.78276 -1.0 -0.1 0.4 0.0893
H -1.80544 5.69475 0.54298 0.7 0.6 -0.7 0.0712
H -1.64756 6.77897 -0.90571 0.5 -0.5 0.6 0.0887
H 0.96330 7.57880 0.43205 0.1 -0.2 0.0 0.0415
H 1.50631 5.12131 -0.04308 -0.1 0.1 -0.3 0.0217
H 1.21976 7.85913 -1.77688 -0.2 -1.0 0.1 0.0749
H 0.22336 6.56499 -2.50633 1.0 -0.2 0.5 0.0793
H 2.24813 4.95957 -2.31869 0.5 0.9 0.1 0.0745
H 2.60926 6.48675 -3.28918 0.3 -0.6 1.0 0.0873
H 8.33045 4.95928 -1.03240 -1.1 0.5 -0.1 0.1386
H 0.19370 6.80510 2.43164 -0.2 -0.8 -0.5 0.0561
H -0.40651 5.09671 2.11486 0.6 0.6 -0.1 0.0624
H 2.63474 5.38581 1.77863 -0.7 0.3 0.6 0.0459
H 1.23991 3.66337 3.86523 0.3 -0.3 -1.1 0.0605
H 0.73391 3.28568 2.15409 0.8 0.5 0.4 0.0647
H 2.49536 3.15235 2.60610 -0.8 0.4 0.4 0.0661
C -1.49759 -0.64302 4.14556 0.0 -0.4 0.0 -0.1026
O -0.34913 -1.40904 4.45619 -0.1 0.5 0.1 -0.1982
C 0.88051 -0.72477 4.24922 0.1 -0.4 0.0 -0.1808
C 1.78858 -0.75481 5.47267 0.2 -0.1 0.0 -0.1664
O 1.31160 -0.11712 6.65371 -0.1 -0.1 -0.1 -0.1163
C 0.15028 -0.64346 7.28634 -0.1 0.2 0.0 -0.1773
C 0.25901 -2.05180 7.86054 -0.1 0.1 -0.2 -0.1907
O 0.46023 -3.03277 6.85711 0.5 0.1 0.1 -0.1981
C 1.56192 -3.89189 7.08735 -0.3 -0.1 -0.2 -0.1126
H -1.77854 -0.80484 3.09972 -0.1 0.2 -0.1 0.0688
H -2.31542 -0.98807 4.78218 0.0 -0.1 -0.1 0.0902
H -1.35392 0.42463 4.33912 0.1 0.0 -0.1 0.0895
H 0.71661 0.31285 3.93986 -0.1 0.0 0.1 0.1181
H 1.39920 -1.23571 3.42905 0.2 0.2 0.1 0.1096
H 2.70202 -0.21573 5.20380 -0.1 0.1 0.0 0.1287
H 2.11323 -1.76937 5.69909 -0.2 -0.1 -0.1 0.1042
H -0.71520 -0.54693 6.63216 0.0 -0.3 -0.1 0.1031
H -0.04523 0.03004 8.12652 0.1 0.0 0.0 0.1276
H -0.68701 -2.29147 8.36087 0.0 0.2 0.2 0.1255
H 1.05594 -2.07486 8.61392 0.0 -0.1 -0.1 0.1214
H 2.36274 -3.39941 7.64770 -0.1 0.0 0.0 0.0868
H 1.96537 -4.19617 6.11892 -0.1 0.0 0.0 0.0865
H 1.23008 -4.78620 7.62335 0.2 0.0 0.1 0.0859
C 4.91800 1.96791 -0.11494 0.0 -0.2 -0.3 -0.1047
O 5.12467 0.56986 -0.04519 -0.3 0.2 0.4 -0.1923
C 5.49963 0.10169 1.24120 -0.1 -0.2 -0.2 -0.1844
C 4.61392 -1.03605 1.74116 0.1 -0.2 0.0 -0.1647
O 3.23243 -0.74567 1.94550 0.1 0.1 -0.1 -0.1396
C 2.43558 -0.39226 0.81913 -0.1 0.2 0.0 -0.1733
C 2.24411 -1.46131 -0.25115 0.1 0.2 0.0 -0.1855
O 3.45588 -1.79954 -0.90243 0.0 -0.3 0.4 -0.1914
C 3.73870 -3.18708 -0.93365 0.1 0.2 -0.2 -0.1066
H 5.84995 2.46928 -0.39180 0.0 0.2 0.1 0.0814
H 4.17853 2.16197 -0.89541 0.1 0.0 0.0 0.0888
H 4.52812 2.37679 0.82268 0.1 0.0 0.0 0.0801
H 5.50506 0.91072 1.97867 -0.1 0.1 -0.1 0.1211
H 6.52587 -0.27612 1.15801 0.0 -0.1 0.2 0.1274
H 4.99417 -1.32603 2.72562 -0.1 0.1 0.0 0.1288
H 4.72323 -1.92452 1.12108 0.0 0.1 -0.2 0.1040
H 2.78411 0.54523 0.38717 0.1 -0.1 -0.2 0.1056
H 1.44466 -0.17132 1.23031 0.0 -0.1 0.1 0.1146
H 1.56670 -1.06223 -1.01619 -0.2 0.0 0.2 0.1276
H 1.76700 -2.34173 0.19780 0.1 0.0 0.0 0.1133
H 3.32745 -3.71449 -0.06706 0.0 0.0 0.0 0.0848
H 4.82345 -3.31441 -0.92284 0.0 0.0 -0.1 0.0876
H 3.34540 -3.62571 -1.85554 0.0 -0.2 0.1 0.0874
```
Forces are in eV/Å.

Calculated values
ΔE to the lowest compared entry with this formula, charge and spin ... 245.7 kJ/mol
E_LUMO ... -0.744 eV
DFT total energy ... -6335.06798 hartree
E_HOMO ... -8.44 eV
SMILES string ... CCCCCCCCN(CCCCCCCC)C(=S)SCCC[PH2](CCSc1nnco1)C[C@H](C)Br.COCCOCCOC.COCCOCCOC